Record 1
Formula: HO3PmS
Source: OMol25
Level of theory: the ωB97M-V functional and the def2-TZVPD basis

Its charge is +1. The total energy is -33537.5504 eV. The calculation puts the highest occupied orbital energy (alpha / beta) at -12.44 / -14.57 eV. Its spin multiplicity is 6. The LUMO energy (alpha / beta) comes out at -5.14 / -5.08 eV.

Element x y z (Å)
S (0.635, 1.086, -0.453)
O (-0.893, 0.824, -0.461)
O (1.064, -0.619, -1.616)
Pm (-0.834, -1.243, 0.803)
O (0.941, 0.378, 0.892)
H (0.539, -0.523, -2.421)

---

Record 2
Formula: C14H29GaNO4S3
Source: OMol25
Level of theory: the ωB97M-V functional and the def2-TZVPD basis

Its charge is -1. The total energy is -109550.8499 eV. The calculation puts the highest occupied orbital energy at -4.93 eV. The LUMO energy comes out at 2.00 eV.

Element x y z (Å)
C (1.334, -0.059, 0.197)
C (1.733, 0.647, -1.125)
C (0.631, 1.634, -1.547)
C (-0.378, 1.076, -2.567)
C (-1.773, 0.715, -2.028)
Ga (-2.677, 2.114, -0.874)
N (-4.420, 1.309, -0.204)
C (-4.844, 0.429, -0.862)
S (-5.459, -0.746, -1.787)
H (1.649, 0.553, 1.042)
H (1.743, -1.064, 0.280)
H (0.247, -0.098, 0.259)
H (2.620, 1.229, -0.895)
H (1.973, -0.078, -1.899)
H (1.122, 2.507, -1.987)
H (0.145, 1.997, -0.645)
H (-0.450, 1.740, -3.429)
H (0.066, 0.154, -2.960)
H (-1.746, -0.257, -1.530)
H (-2.420, 0.561, -2.898)
H (-2.980, 3.499, -1.613)
H (-1.810, 2.404, 0.457)
C (-6.934, -2.499, 3.600)
C (-6.662, -1.333, 2.640)
C (-5.153, -1.291, 2.378)
S (-4.562, -2.978, 2.579)
O (-3.684, -3.034, 3.724)
O (-4.160, -3.533, 1.316)
C (-6.143, -3.682, 3.054)
H (-7.997, -2.729, 3.671)
H (-6.576, -2.246, 4.601)
H (-7.189, -1.500, 1.698)
H (-7.012, -0.386, 3.047)
H (-4.926, -0.943, 1.373)
H (-4.631, -0.675, 3.107)
H (-5.977, -4.474, 3.780)
H (-6.600, -4.086, 2.152)
C (7.966, 1.755, -0.842)
C (7.655, 0.412, -0.166)
C (6.150, 0.156, -0.322)
S (5.653, 1.008, -1.826)
O (4.769, 2.085, -1.478)
O (5.317, 0.045, -2.841)
C (7.258, 1.717, -2.193)
H (9.038, 1.912, -0.958)
H (7.570, 2.574, -0.238)
H (8.217, -0.382, -0.661)
H (7.943, 0.412, 0.885)
H (5.914, -0.899, -0.428)
H (5.575, 0.583, 0.497)
H (7.119, 2.696, -2.645)
H (7.761, 1.048, -2.890)

---

Record 3
Formula: C20H32CaCl5CsF6KN6O8S2
Source: OMol25
Level of theory: the ωB97M-V functional and the def2-TZVPD basis

Its charge is +1. The total energy is -182455.3815 eV. The calculation puts the highest occupied orbital energy at -7.16 eV. The LUMO energy comes out at -5.00 eV.

Element x y z (Å)
O (1.335, 1.779, -3.464)
C (1.225, 2.961, -3.274)
O (0.371, 3.437, -2.333)
N (1.928, 3.981, -3.930)
N (1.294, 4.295, -5.516)
C (1.523, 3.463, -6.356)
S (2.233, 2.127, -7.064)
S (3.520, 3.797, -3.831)
O (3.990, 2.456, -3.972)
O (4.215, 4.665, -4.734)
C (4.053, 4.234, -2.079)
F (4.742, 3.211, -1.562)
F (3.014, 4.443, -1.248)
C (4.968, 5.470, -1.971)
F (4.850, 5.914, -0.609)
F (4.610, 6.489, -2.704)
F (6.260, 5.093, -2.144)
H (0.097, 2.672, -1.810)
C (-1.733, 0.464, -5.337)
N (-1.568, 0.424, -6.812)
O (-1.315, -0.624, -7.324)
O (-1.712, 1.493, -7.410)
H (-1.581, -0.536, -4.951)
H (-0.987, 1.151, -4.943)
H (-2.739, 0.817, -5.131)
Ca (0.971, 2.696, -9.079)
Cl (1.560, -0.636, -8.330)
C (-1.667, 3.057, 0.378)
O (-1.636, 2.136, -0.397)
N (-1.155, 3.002, 1.639)
C (-1.206, 4.135, 2.522)
C (-0.539, 1.757, 2.091)
H (-2.114, 4.033, 0.125)
H (-0.194, 4.410, 2.790)
H (-1.764, 3.882, 3.430)
H (-1.688, 4.980, 2.034)
H (0.294, 1.495, 1.437)
H (-1.267, 0.948, 2.052)
H (-0.180, 1.868, 3.115)
C (-5.123, 0.230, -0.537)
Cl (-6.462, -0.833, -0.105)
Cl (-3.737, -0.113, 0.505)
Cl (-4.673, -0.040, -2.217)
Cl (-5.615, 1.916, -0.319)
C (2.681, -0.771, -2.170)
C (2.333, -1.621, -1.040)
N (2.071, -2.303, -0.156)
H (3.132, -1.370, -2.959)
H (1.790, -0.287, -2.557)
H (3.391, -0.007, -1.857)
F (3.683, -4.160, -0.267)
K (1.350, 4.848, 3.717)
C (-3.006, -4.804, 4.909)
C (-1.778, -3.867, 4.884)
C (-0.500, -4.707, 5.024)
C (-0.134, -5.568, 3.806)
C (-0.632, -4.986, 2.473)
C (-0.881, -3.475, 2.482)
N (-1.834, -3.159, 3.577)
O (-2.150, -1.993, 3.643)
C (-1.526, -3.143, 1.135)
C (0.430, -2.716, 2.585)
C (-1.864, -2.958, 6.096)
H (-3.932, -4.232, 4.836)
H (-3.034, -5.369, 5.838)
H (-2.992, -5.518, 4.085)
H (0.337, -4.041, 5.241)
H (-0.592, -5.347, 5.900)
H (0.948, -5.688, 3.776)
H (-0.540, -6.572, 3.927)
H (0.071, -5.235, 1.680)
H (-1.563, -5.494, 2.203)
H (-2.506, -3.617, 1.042)
H (-0.905, -3.508, 0.321)
H (-1.655, -2.074, 0.990)
H (1.065, -2.994, 1.737)
H (0.986, -2.929, 3.499)
H (0.275, -1.637, 2.535)
H (-1.862, -3.566, 6.998)
H (-2.779, -2.367, 6.106)
H (-1.012, -2.278, 6.146)
Cs (6.737, 6.919, -0.808)

---

Record 4
Formula: C4H10O
Source: OMol25
Level of theory: the ωB97M-V functional and the def2-TZVPD basis

The calculation puts the energy above the lowest of the compared OMol25 structures with the same formula, charge and spin at 29.07 kJ/mol. As for the SMILES: CC[C@@H](C)O. The total energy is -6357.5017 eV. The calculation puts the highest occupied orbital energy at -10.13 eV. The LUMO energy comes out at 0.97 eV.

Element x y z (Å)
C (1.838, -0.132, 0.262)
C (0.677, -0.375, -0.703)
C (-0.616, 0.407, -0.406)
C (-1.616, -0.423, 0.407)
O (-0.280, 1.605, 0.279)
H (1.515, -0.197, 1.305)
H (2.294, 0.852, 0.121)
H (2.610, -0.893, 0.100)
H (1.009, -0.175, -1.730)
H (0.402, -1.435, -0.666)
H (-1.090, 0.658, -1.370)
H (-1.839, -1.379, -0.082)
H (-1.227, -0.638, 1.409)
H (-2.568, 0.110, 0.517)
H (-1.108, 2.016, 0.558)

---

Record 5
Formula: H33O17
Source: OMol25
Level of theory: the ωB97M-V functional and the def2-TZVPD basis

The calculation puts the energy above the lowest of the compared OMol25 structures with the same formula, charge and spin at 187.77 kJ/mol. Its charge is -1. The total energy is -35345.4911 eV. The calculation puts the highest occupied orbital energy at -7.82 eV. The LUMO energy comes out at 2.51 eV.

Element x y z (Å)
O (-2.071, 3.784, -1.603)
H (-2.326, 3.072, -2.145)
H (-2.598, 3.657, -0.814)
O (0.315, -0.057, 0.782)
H (0.565, -0.168, -0.274)
H (0.446, 0.931, 0.884)
O (-1.601, -3.691, -2.145)
H (-2.414, -3.667, -1.657)
H (-0.942, -3.179, -1.707)
O (-2.108, -0.094, -1.289)
H (-2.129, -0.647, -2.100)
H (-1.217, -0.067, -0.857)
O (0.692, -0.265, -1.769)
H (1.419, 0.139, -2.222)
O (0.140, -1.991, 2.504)
H (0.177, -1.747, 1.535)
H (0.908, -1.440, 2.777)
O (-1.377, 4.327, 1.605)
H (-0.560, 3.919, 1.312)
H (-1.886, 3.638, 2.013)
O (0.497, 2.910, -2.145)
H (-0.365, 3.219, -2.328)
H (0.348, 1.953, -1.842)
O (3.048, 1.964, -2.314)
H (2.323, 2.301, -2.784)
H (2.940, 1.251, -1.781)
O (1.687, -4.250, 0.417)
H (1.205, -4.017, 1.230)
H (1.513, -3.542, -0.203)
O (1.429, 2.716, 0.602)
H (2.217, 2.321, 0.220)
H (0.938, 2.958, -0.126)
O (-2.641, -2.417, 0.016)
H (-1.708, -2.429, -0.327)
H (-2.953, -1.546, -0.357)
O (2.076, 0.012, 2.637)
H (2.013, -0.346, 1.755)
H (1.688, 0.900, 2.435)
O (-2.366, -0.821, 3.012)
H (-2.705, -1.629, 2.621)
H (-1.428, -1.104, 3.360)
O (2.840, -0.948, -0.034)
H (3.189, -1.787, 0.173)
H (2.157, -1.357, -0.663)
O (1.390, -2.616, -1.839)
H (0.745, -2.794, -2.472)
H (1.194, -1.557, -1.809)
O (-1.895, 1.529, 1.878)
H (-1.039, 1.315, 1.377)
H (-2.078, 0.592, 2.306)

---

Record 6
Formula: C12H26Br2O3S
Source: OMol25
Level of theory: the ωB97M-V functional and the def2-TZVPD basis

As for the SMILES: CCCOCOCCOCCCCS.BrCCBr. The total energy is -169927.3391 eV. The calculation puts the highest occupied orbital energy at -8.96 eV. The LUMO energy comes out at 0.55 eV.

Element x y z (Å)
C (-4.835, 3.585, -3.960)
C (-6.009, 2.814, -3.368)
C (-5.619, 1.430, -2.900)
O (-4.587, 1.545, -1.939)
C (-4.154, 0.302, -1.460)
O (-3.027, 0.522, -0.676)
C (-1.884, -0.223, -1.048)
C (-0.809, -0.021, -0.017)
O (-1.139, -0.763, 1.135)
C (-0.211, -0.643, 2.202)
C (1.139, -1.320, 1.943)
C (2.270, -0.387, 1.510)
C (3.496, -1.146, 1.020)
S (3.382, -1.710, -0.700)
H (-4.117, 3.854, -3.186)
H (-4.309, 2.976, -4.700)
H (-5.171, 4.497, -4.454)
H (-6.435, 3.363, -2.524)
H (-6.798, 2.702, -4.118)
H (-5.262, 0.830, -3.753)
H (-6.486, 0.912, -2.463)
H (-4.944, -0.157, -0.843)
H (-3.924, -0.365, -2.308)
H (-2.115, -1.294, -1.103)
H (-1.514, 0.109, -2.028)
H (-0.734, 1.048, 0.228)
H (0.143, -0.351, -0.447)
H (-0.709, -1.108, 3.052)
H (-0.062, 0.420, 2.449)
H (0.970, -2.102, 1.194)
H (1.457, -1.834, 2.855)
H (2.561, 0.243, 2.358)
H (1.936, 0.289, 0.720)
H (4.372, -0.495, 1.014)
H (3.705, -1.990, 1.676)
H (2.361, -2.565, -0.553)
Br (6.551, -3.235, 1.713)
C (7.388, -1.634, 2.422)
C (7.176, -1.488, 3.907)
Br (5.348, -0.985, 4.339)
H (6.969, -0.796, 1.873)
H (8.448, -1.722, 2.198)
H (7.805, -0.695, 4.302)
H (7.375, -2.414, 4.438)

---

Record 7
Formula: C6H6ClF12MgN2O9S4
Source: OMol25
Level of theory: the ωB97M-V functional and the def2-TZVPD basis

The calculation puts the energy above the lowest of the compared OMol25 structures with the same formula, charge and spin at 354.25 kJ/mol. Its charge is -1. The total energy is -121646.2429 eV. The calculation puts the highest occupied orbital energy at -6.97 eV. The LUMO energy comes out at 2.27 eV.

Element x y z (Å)
Mg (-0.471, 0.366, 0.536)
C (0.947, 0.735, -3.890)
F (0.550, 1.297, -5.004)
F (0.759, -0.600, -3.958)
F (2.226, 0.986, -3.808)
S (0.042, 1.823, -2.481)
O (1.115, 2.541, -1.753)
O (-0.847, 2.723, -3.255)
N (-0.824, 0.668, -1.267)
S (-2.212, 0.484, -2.002)
O (-2.228, 0.512, -3.453)
O (-2.968, -0.680, -1.522)
C (-3.209, 2.169, -1.533)
F (-2.424, 3.132, -1.078)
F (-3.908, 2.672, -2.649)
F (-4.103, 2.045, -0.578)
C (3.588, 1.011, 0.869)
F (4.726, 0.534, 1.313)
F (3.001, 1.646, 1.842)
F (3.797, 1.859, -0.203)
S (2.399, -0.421, 0.387)
O (2.022, -0.178, -0.972)
O (3.129, -1.681, 0.493)
N (0.975, -0.269, 1.459)
S (1.420, -1.079, 2.754)
O (0.984, -2.470, 2.807)
O (2.790, -0.931, 3.168)
C (0.440, -0.190, 4.246)
F (-0.888, -0.298, 3.987)
F (0.850, -0.759, 5.355)
F (0.853, 1.060, 4.330)
Cl (-1.284, 2.152, 1.751)
C (-0.647, -2.514, -0.319)
C (-1.523, -2.394, 0.863)
O (-1.661, -1.090, 1.244)
H (-1.111, -2.023, -1.175)
H (-0.608, -3.583, -0.529)
H (0.362, -2.158, -0.107)
H (-1.197, -3.042, 1.675)
H (-2.486, -2.827, 0.591)
H (-2.376, -1.226, 1.869)

---

Record 8
Formula: C17H20ClCrIN3O7S2
Source: OMol25
Level of theory: the ωB97M-V functional and the def2-TZVPD basis

The calculation puts the energy above the lowest of the compared OMol25 structures with the same formula, charge and spin at 0.00 kJ/mol. The total energy is -107475.3090 eV. The calculation puts the highest occupied orbital energy (alpha / beta) at -7.76 / -7.89 eV. Its spin multiplicity is 4. The LUMO energy (alpha / beta) comes out at -0.07 / -0.24 eV.

Element x y z (Å)
Cr (0.783, 0.239, -0.139)
C (1.754, -3.644, -1.152)
N (0.462, -3.620, -0.469)
C (0.045, -4.866, 0.156)
C (-0.259, -2.506, -0.428)
O (0.080, -1.495, -1.068)
C (-1.561, -2.511, 0.365)
O (-2.090, -1.220, 0.474)
C (-2.094, -0.656, 1.754)
C (-0.694, -0.351, 2.262)
O (0.301, -0.781, 1.629)
N (-0.574, 0.295, 3.408)
C (0.741, 0.584, 3.981)
C (-1.737, 0.841, 4.101)
H (2.467, -4.170, -0.519)
H (1.664, -4.172, -2.104)
H (2.106, -2.632, -1.312)
H (0.553, -5.012, 1.111)
H (-1.029, -4.899, 0.310)
H (0.308, -5.692, -0.504)
H (-2.280, -3.120, -0.195)
H (-1.412, -2.981, 1.340)
H (-2.673, 0.263, 1.697)
H (-2.579, -1.326, 2.480)
H (1.516, 0.271, 3.292)
H (0.827, 1.658, 4.144)
H (0.842, 0.065, 4.935)
H (-2.135, 1.704, 3.564)
H (-2.520, 0.094, 4.224)
H (-1.421, 1.160, 5.090)
Cl (-1.559, 5.107, -4.305)
C (-1.333, 4.010, -2.971)
C (-2.114, 4.117, -1.863)
C (-1.956, 3.234, -0.770)
I (-3.202, 3.413, 0.885)
C (-1.005, 2.240, -0.783)
O (-0.799, 1.362, 0.166)
C (-0.185, 2.160, -1.953)
N (0.757, 1.167, -1.926)
C (1.539, 0.972, -2.958)
C (1.440, 1.773, -4.112)
C (0.527, 2.784, -4.154)
C (-0.331, 3.008, -3.052)
H (-2.870, 4.890, -1.823)
H (2.284, 0.195, -2.863)
H (2.110, 1.589, -4.940)
H (0.449, 3.422, -5.024)
O (4.602, 0.135, 0.832)
S (3.552, 0.556, -0.048)
O (2.565, -0.604, -0.337)
O (3.958, 1.151, -1.301)
S (2.181, 1.798, 0.875)

---

Record 9
Formula: C5H8S2
Source: OMol25
Level of theory: the ωB97M-V functional and the def2-TZVPD basis

The calculation puts the energy above the lowest of the compared OMol25 structures with the same formula, charge and spin at 129.02 kJ/mol. As for the SMILES: C=CC(=S)SCC. The total energy is -26983.8205 eV. The calculation puts the highest occupied orbital energy at -8.54 eV. The LUMO energy comes out at -0.48 eV.

Element x y z (Å)
C (-1.006, -0.043, -1.891)
C (0.228, -0.364, -1.533)
C (1.247, 0.551, -0.980)
S (2.684, 0.704, -1.710)
S (0.893, 1.585, 0.362)
C (-0.394, 0.717, 1.330)
C (0.076, -0.657, 1.705)
H (-1.668, -0.860, -2.242)
H (-1.419, 0.925, -1.697)
H (0.594, -1.332, -1.737)
H (-1.261, 0.665, 0.757)
H (-0.531, 1.360, 2.228)
H (0.378, -1.266, 0.791)
H (0.928, -0.690, 2.408)
H (-0.750, -1.295, 2.209)

---

Record 10
Formula: C6H7BrN4
Source: OMol25
Level of theory: the ωB97M-V functional and the def2-TZVPD basis

The calculation puts the energy above the lowest of the compared OMol25 structures with the same formula, charge and spin at 156.01 kJ/mol. As for the SMILES: C[C@H](C#N)c1c(Br)nnn1C. The total energy is -82335.9646 eV. The calculation puts the highest occupied orbital energy at -9.42 eV. The LUMO energy comes out at 0.37 eV.

Element x y z (Å)
C (-0.314, -1.796, 1.388)
C (-0.046, -1.097, -0.064)
C (0.655, -1.829, -1.083)
N (1.116, -2.450, -1.927)
C (0.551, 0.315, -0.032)
C (1.895, 0.698, 0.120)
Br (3.438, -0.154, 0.753)
N (1.906, 2.069, -0.187)
N (0.763, 2.457, -0.465)
N (-0.139, 1.489, -0.341)
C (-1.574, 1.711, -0.573)
H (0.537, -1.793, 1.969)
H (-0.654, -2.735, 1.076)
H (-1.082, -1.262, 1.967)
H (-1.076, -1.022, -0.510)
H (-2.265, 1.062, 0.003)
H (-1.902, 2.782, -0.523)
H (-1.809, 1.556, -1.571)

---

Record 11
Formula: C5H9N2
Source: OMol25
Level of theory: the ωB97M-V functional and the def2-TZVPD basis

The calculation puts the energy above the lowest of the compared OMol25 structures with the same formula, charge and spin at 540.43 kJ/mol. Its charge is +1. The total energy is -8300.1311 eV. The calculation puts the highest occupied orbital energy at -13.91 eV. The LUMO energy comes out at -3.69 eV.

Element x y z (Å)
C (0.274, -1.356, 0.039)
C (-0.700, -0.332, -0.034)
C (1.267, 0.340, 0.999)
C (1.371, 0.428, -1.021)
C (-2.206, -0.165, -0.056)
N (1.551, -0.682, -0.045)
N (0.225, 0.824, 0.033)
H (0.152, -2.491, 0.127)
H (0.958, -0.247, 1.878)
H (2.093, 1.058, 0.975)
H (2.042, 1.299, -0.842)
H (0.858, 0.221, -1.990)
H (-2.529, 0.902, 0.052)
H (-2.526, -0.933, 0.752)
H (-2.651, -0.652, -0.965)
H (-0.178, 1.786, 0.097)